Model a:
{
  "formula": "CH3NO2S2",
  "method": "ωB97M-V/def2-TZVPD",
  "homo_lumo_gap_ev": 8.391,
  "molar_mass_g_mol": 125.17,
  "e_lumo_ev": -0.9,
  "elements": ["C", "N", "O", "O", "S", "S", "H", "H", "H"],
  "positions_angstrom": [[0.43, 1.54, 0.54], [0.27, 0.20, 0.65], [-0.10, 2.22, 1.42], [2.37, 2.92, 1.56], [1.42, 3.00, 4.27], [1.43, 3.58, 2.42], [1.08, 1.85, -0.22], [-0.50, 0.08, 1.44], [0.34, -0.43, -0.16]],
  "lowdin_charge": [-0.396, 0.122, -0.165, -0.581, 0.190, 0.425, 0.115, 0.181, 0.108]
}

Model b:
{
  "formula": "CH3NO2S2",
  "method": "ωB97M-V/def2-TZVPD",
  "smiles": "O=C(NS)OS",
  "homo_lumo_gap_ev": 6.950,
  "molar_mass_g_mol": 125.17,
  "e_lumo_ev": -1.0,
  "elements": ["C", "N", "O", "O", "S", "S", "H", "H", "H"],
  "positions_angstrom": [[-0.28, 0.24, 0.40], [1.22, -0.66, 0.15], [0.02, 1.30, 0.76], [-1.23, -0.49, -0.05], [2.39, 0.51, -0.24], [-2.95, -0.04, -0.09], [1.43, -1.48, -0.46], [2.34, 1.29, 0.81], [-2.94, -0.67, -1.28]],
  "lowdin_charge": [-0.617, -0.396, 0.084, -0.374, 0.686, 0.854, 0.037, -0.164, -0.109]
}

Most stable structure - model a; separation to the second - 2.003 eV.

Model a:
{
  "formula": "C22H66O22",
  "method": "ωB97M-V/def2-TZVPD",
  "smiles": "OCCO.OCCO.OCCO.OCCO.OCCO.OCCO.OCCO.OCCO.OCCO.OCCO.OCCO",
  "homo_lumo_gap_ev": 9.169,
  "molar_mass_g_mol": 682.75,
  "e_lumo_ev": 0.3,
  "elements": ["C", "C", "O", "O", "H", "H", "H", "H", "H", "H", "C", "C", "O", "O", "H", "H", "H", "H", "H", "H", "C", "C", "O", "O", "H", "H", "H", "H", "H", "H", "C", "C", "O", "O", "H", "H", "H", "H", "H", "H", "C", "C", "O", "O", "H", "H", "H", "H", "H", "H", "C", "C", "O", "O", "H", "H", "H", "H", "H", "H", "C", "C", "O", "O", "H", "H", "H", "H", "H", "H", "C", "C", "O", "O", "H", "H", "H", "H", "H", "H", "C", "C", "O", "O", "H", "H", "H", "H", "H", "H", "C", "C", "O", "O", "H", "H", "H", "H", "H", "H", "C", "C", "O", "O", "H", "H", "H", "H", "H", "H"],
  "positions_angstrom": [[-1.91, 4.20, -3.16], [-2.39, 4.84, -1.88], [-1.46, 4.51, -0.80], [-1.64, 2.84, -2.98], [-1.01, 4.75, -3.45], [-2.69, 4.27, -3.92], [-3.32, 4.52, -1.41], [-2.46, 5.93, -1.91], [-0.62, 4.91, -1.07], [-2.36, 2.29, -3.33], [1.01, -1.39, 6.80], [1.08, -0.24, 5.81], [0.09, -0.36, 4.81], [1.02, -2.57, 5.99], [0.08, -1.41, 7.38], [1.81, -1.37, 7.54], [2.12, -0.17, 5.48], [0.86, 0.70, 6.32], [-0.18, -1.29, 4.81], [0.67, -3.33, 6.46], [-3.68, 0.21, -3.43], [-4.89, -0.64, -3.80], [-5.32, -0.27, -5.13], [-3.94, 1.56, -3.88], [-2.79, -0.07, -4.01], [-3.43, 0.08, -2.38], [-5.71, -0.49, -3.10], [-4.53, -1.68, -3.83], [-6.28, -0.35, -5.10], [-4.41, 1.45, -4.72], [-0.45, 0.56, -0.58], [0.18, -0.15, 0.60], [0.60, 0.78, 1.61], [-1.46, 1.44, -0.16], [-0.80, -0.21, -1.27], [0.41, 1.11, -0.98], [1.04, -0.79, 0.34], [-0.51, -0.84, 1.13], [1.01, 0.26, 2.31], [-1.37, 2.27, -0.66], [-0.42, -5.99, -0.05], [-0.07, -4.55, -0.42], [-0.09, -3.74, 0.75], [0.65, -6.66, 0.58], [-0.73, -6.54, -0.94], [-1.31, -5.96, 0.58], [-0.92, -4.26, -1.06], [0.78, -4.35, -1.07], [0.77, -3.28, 0.79], [0.82, -6.34, 1.47], [-2.88, 1.67, 4.71], [-1.92, 1.66, 3.51], [-2.59, 2.12, 2.36], [-2.93, 3.01, 5.22], [-2.47, 0.92, 5.39], [-3.90, 1.38, 4.43], [-1.57, 0.66, 3.30], [-1.15, 2.35, 3.85], [-2.16, 1.84, 1.53], [-3.42, 2.97, 6.05], [2.44, -4.75, 3.18], [2.58, -3.26, 2.92], [2.42, -2.94, 1.51], [1.08, -5.21, 3.05], [2.74, -4.94, 4.22], [3.07, -5.36, 2.53], [3.53, -2.89, 3.32], [1.79, -2.67, 3.38], [3.32, -3.06, 1.15], [0.63, -4.57, 2.48], [-5.11, 3.15, 0.58], [-4.95, 2.47, -0.78], [-5.90, 1.39, -0.89], [-6.34, 3.86, 0.68], [-4.33, 3.92, 0.65], [-4.88, 2.49, 1.42], [-3.96, 2.03, -0.86], [-5.23, 3.22, -1.53], [-6.74, 1.81, -0.64], [-7.07, 3.27, 0.87], [5.50, -1.10, -0.75], [4.72, -0.28, 0.25], [3.47, 0.19, -0.27], [5.02, -2.43, -0.80], [6.55, -1.11, -0.47], [5.45, -0.53, -1.68], [5.35, 0.56, 0.53], [4.51, -0.84, 1.16], [2.86, -0.55, -0.14], [5.36, -2.88, -1.58], [4.39, 2.83, -1.97], [4.58, 4.04, -2.81], [4.57, 3.76, -4.21], [3.16, 2.18, -2.26], [4.45, 3.00, -0.89], [5.26, 2.18, -2.15], [5.41, 4.67, -2.49], [3.73, 4.73, -2.68], [3.75, 3.30, -4.41], [3.23, 1.33, -1.80], [2.91, -1.01, -4.24], [1.94, -1.29, -3.10], [0.61, -1.71, -3.44], [3.37, -2.26, -4.79], [3.73, -0.48, -3.75], [2.55, -0.35, -5.02], [1.86, -0.29, -2.64], [2.21, -2.01, -2.33], [0.60, -2.08, -4.33], [2.97, -2.35, -5.66]],
  "lowdin_charge": [-0.240, -0.194, -0.085, -0.072, 0.119, 0.124, 0.093, 0.118, 0.085, 0.042, -0.223, -0.241, -0.068, -0.083, 0.121, 0.118, 0.117, 0.124, 0.085, 0.097, -0.198, -0.203, -0.076, -0.097, 0.122, 0.121, 0.117, 0.119, 0.091, 0.086, -0.214, -0.227, -0.059, -0.072, 0.117, 0.125, 0.083, 0.122, 0.069, 0.067, -0.249, -0.227, -0.091, -0.064, 0.116, 0.122, 0.113, 0.122, 0.038, 0.046, -0.242, -0.249, -0.077, -0.066, 0.102, 0.115, 0.094, 0.123, 0.045, 0.077, -0.205, -0.188, -0.095, -0.084, 0.119, 0.126, 0.125, 0.112, 0.083, 0.059, -0.240, -0.223, -0.080, -0.060, 0.117, 0.111, 0.102, 0.116, 0.065, 0.076, -0.247, -0.218, -0.071, -0.052, 0.121, 0.117, 0.125, 0.120, 0.058, 0.096, -0.270, -0.259, -0.061, -0.076, 0.122, 0.119, 0.123, 0.122, 0.079, 0.031, -0.212, -0.232, -0.075, -0.067, 0.104, 0.130, 0.095, 0.115, 0.076, 0.078]
}

Model b:
{
  "formula": "C22H66O22",
  "method": "ωB97M-V/def2-TZVPD",
  "homo_lumo_gap_ev": 7.584,
  "molar_mass_g_mol": 682.75,
  "e_lumo_ev": 0.1,
  "elements": ["C", "C", "O", "O", "H", "H", "H", "H", "H", "H", "C", "C", "O", "O", "H", "H", "H", "H", "H", "H", "C", "C", "O", "O", "H", "H", "H", "H", "H", "H", "C", "C", "O", "O", "H", "H", "H", "H", "H", "H", "C", "C", "O", "O", "H", "H", "H", "H", "H", "H", "C", "C", "O", "O", "H", "H", "H", "H", "H", "H", "C", "C", "O", "O", "H", "H", "H", "H", "H", "H", "C", "C", "O", "O", "H", "H", "H", "H", "H", "H", "C", "C", "O", "O", "H", "H", "H", "H", "H", "H", "C", "C", "O", "O", "H", "H", "H", "H", "H", "H", "C", "C", "O", "O", "H", "H", "H", "H", "H", "H"],
  "positions_angstrom": [[21.22, 12.24, -1.84], [20.88, 11.16, -2.85], [21.43, 9.90, -2.48], [20.93, 13.53, -2.32], [22.29, 12.14, -1.62], [20.71, 12.06, -0.89], [21.41, 11.44, -3.78], [19.83, 11.04, -3.13], [21.06, 9.21, -3.03], [21.44, 14.15, -1.77], [25.05, 19.75, -4.00], [24.35, 18.78, -4.93], [25.06, 17.60, -5.17], [26.32, 20.19, -4.45], [25.19, 19.25, -3.04], [24.41, 20.60, -3.72], [24.04, 19.22, -5.89], [23.38, 18.60, -4.43], [24.50, 17.04, -5.75], [26.32, 20.16, -5.41], [18.79, 17.54, 1.30], [19.61, 17.10, 0.07], [20.60, 18.10, -0.18], [19.53, 17.61, 2.54], [17.97, 16.84, 1.48], [18.42, 18.55, 1.15], [18.94, 17.02, -0.78], [20.10, 16.14, 0.23], [21.18, 18.05, 0.60], [19.04, 17.12, 3.20], [22.79, 16.50, 4.29], [22.98, 16.73, 2.80], [22.31, 17.86, 2.26], [21.43, 16.25, 4.60], [23.17, 17.43, 4.73], [23.41, 15.68, 4.62], [22.60, 15.87, 2.23], [24.04, 16.80, 2.55], [21.36, 17.68, 2.46], [20.97, 17.07, 4.42], [25.40, 14.01, 1.59], [26.78, 13.93, 0.96], [27.28, 12.61, 1.16], [24.44, 13.23, 0.88], [25.04, 15.04, 1.59], [25.40, 13.60, 2.61], [27.46, 14.63, 1.44], [26.74, 14.20, -0.09], [28.18, 12.53, 0.85], [24.81, 12.34, 0.80], [19.63, 18.87, -3.61], [18.61, 19.74, -4.28], [17.63, 20.26, -3.38], [20.44, 19.54, -2.65], [20.30, 18.41, -4.36], [19.09, 18.01, -3.20], [18.12, 19.18, -5.07], [19.05, 20.64, -4.73], [18.10, 20.72, -2.67], [20.41, 19.02, -1.84], [27.51, 18.24, 0.26], [27.62, 18.67, -1.19], [28.50, 17.79, -1.92], [26.47, 17.28, 0.47], [27.42, 19.11, 0.90], [28.45, 17.72, 0.49], [28.00, 19.69, -1.20], [26.69, 18.62, -1.75], [27.97, 17.17, -2.43], [26.45, 17.06, 1.41], [26.10, 11.94, -2.11], [26.69, 13.24, -2.61], [27.62, 13.00, -3.66], [25.21, 11.40, -3.12], [25.49, 12.14, -1.21], [26.79, 11.16, -1.78], [27.13, 13.86, -1.83], [25.85, 13.85, -2.98], [27.27, 12.27, -4.18], [24.63, 10.83, -2.59], [23.31, 16.81, -2.32], [23.53, 16.10, -1.01], [22.78, 14.89, -0.83], [23.67, 15.97, -3.42], [23.94, 17.70, -2.37], [22.25, 17.09, -2.38], [23.29, 16.77, -0.18], [24.58, 15.81, -0.96], [23.27, 14.30, -0.24], [23.48, 15.06, -3.16], [22.30, 19.24, 1.13], [21.92, 19.29, -0.34], [23.01, 19.67, -1.16], [22.67, 20.51, 1.65], [23.19, 18.60, 1.13], [21.57, 18.75, 1.76], [21.06, 19.97, -0.37], [21.54, 18.33, -0.72], [22.69, 19.64, -2.07], [23.44, 20.82, 1.16], [23.58, 14.55, -6.75], [24.59, 13.86, -5.84], [23.87, 13.29, -4.74], [23.20, 15.82, -6.26], [22.70, 13.92, -6.90], [24.07, 14.68, -7.71], [25.38, 14.55, -5.55], [25.11, 13.05, -6.37], [24.51, 12.80, -4.19], [23.20, 15.74, -5.29]],
  "lowdin_charge": [-0.269, -0.238, -0.079, -0.070, 0.109, 0.122, 0.116, 0.123, 0.079, 0.037, -0.251, -0.265, -0.061, -0.049, 0.081, 0.122, 0.126, 0.105, 0.045, 0.085, -0.162, -0.117, -0.165, -0.078, 0.125, 0.131, 0.128, 0.131, 0.076, 0.099, -0.223, -0.182, -0.192, -0.043, 0.130, 0.121, 0.131, 0.115, 0.088, 0.067, -0.204, -0.239, -0.054, -0.081, 0.091, 0.132, 0.124, 0.089, 0.096, 0.088, -0.238, -0.243, -0.069, -0.054, 0.119, 0.121, 0.122, 0.122, 0.079, 0.047, -0.227, -0.208, -0.065, -0.084, 0.117, 0.119, 0.123, 0.104, 0.078, 0.066, -0.197, -0.228, -0.039, -0.075, 0.097, 0.129, 0.100, 0.110, 0.084, 0.094, -0.190, -0.186, -0.080, -0.076, 0.100, 0.126, 0.110, 0.120, 0.057, 0.077, -0.306, -0.320, -0.046, 0.008, 0.135, 0.056, 0.151, -0.035, 0.055, 0.089, -0.220, -0.233, -0.078, -0.083, 0.123, 0.121, 0.125, 0.122, 0.033, 0.055]
}

Most stable structure - model a; separation to the second - 11.402 eV.

Model a:
{
  "formula": "C4H7BO2S",
  "method": "ωB97M-V/def2-TZVPD",
  "smiles": "C/C=C(\\C=S)B(O)O",
  "homo_lumo_gap_ev": 8.002,
  "molar_mass_g_mol": 129.98,
  "e_lumo_ev": -0.5,
  "elements": ["B", "C", "C", "C", "C", "O", "O", "S", "H", "H", "H", "H", "H", "H", "H"],
  "positions_angstrom": [[-0.07, 0.77, -1.53], [0.71, 0.24, 0.96], [-1.28, -0.94, 0.18], [-0.17, -0.05, -0.02], [0.77, -0.53, 2.25], [-0.01, -0.18, -2.46], [-0.03, 2.08, -1.79], [-2.70, -0.76, -0.65], [1.49, 1.04, 0.79], [-1.11, -1.81, 0.77], [1.21, -1.50, 2.02], [-0.20, -0.72, 2.64], [1.38, 0.06, 2.97], [-0.21, -0.10, -3.46], [0.21, 2.41, -2.67]],
  "lowdin_charge": [-0.696, -0.103, -0.594, -0.227, -0.094, 0.137, 0.190, 0.706, 0.129, 0.048, 0.090, 0.058, 0.083, 0.164, 0.110]
}

Model b:
{
  "formula": "C4H7BO2S",
  "method": "ωB97M-V/def2-TZVPD",
  "smiles": "CC=C=CS.O=BO",
  "homo_lumo_gap_ev": 10.082,
  "molar_mass_g_mol": 129.98,
  "e_lumo_ev": 0.3,
  "elements": ["B", "C", "C", "C", "C", "O", "O", "S", "H", "H", "H", "H", "H", "H", "H"],
  "positions_angstrom": [[1.72, 1.72, -0.41], [-0.73, 0.13, 0.88], [-0.13, -0.46, -1.64], [-0.36, 0.01, -0.40], [-1.71, -0.73, 1.37], [1.57, 1.38, 0.84], [2.36, 2.24, -1.30], [1.06, -1.78, -1.91], [-0.32, 0.88, 1.51], [-0.77, -0.01, -2.51], [-1.38, -1.14, 2.43], [-1.70, -1.62, 0.75], [-2.73, -0.23, 1.49], [1.15, 0.63, 1.28], [1.97, -1.03, -2.40]],
  "lowdin_charge": [-0.613, -0.229, -0.476, -0.118, -0.122, 0.188, 0.148, 0.760, 0.103, 0.120, 0.131, 0.080, 0.116, 0.091, -0.179]
}

Most stable structure - model a; separation to the second - 2.319 eV.